(1)
This record from OMol25 describes C15H16ClInN4O4PS3 as an isolated structure. The level of theory is ωB97M-V with the def2-TZVPD basis set.

Structure (XYZ):
```
45
Properties=species:S:1:pos:R:3:forces:R:3
In -0.832 -3.216 -2.388 1.1 0.8 0.6
C 0.558 -3.017 3.355 0.0 0.0 0.2
C 1.493 -3.037 2.216 0.1 -0.1 -0.2
N 2.783 -3.024 2.220 0.0 0.1 1.2
N 3.172 -3.072 0.933 -1.0 -0.1 -0.9
C 2.120 -3.119 0.092 -0.2 0.1 0.3
S 2.128 -3.191 -1.574 -0.4 -0.2 -1.0
N 1.025 -3.093 0.912 1.0 0.0 0.1
N -0.279 -3.071 0.474 -0.7 -0.2 -0.4
H 1.096 -3.039 4.297 0.1 0.0 0.0
H -0.099 -3.886 3.299 0.0 0.0 0.1
H -0.061 -2.121 3.326 0.0 0.0 0.0
H 4.149 -3.116 0.686 -0.1 0.0 0.0
H -0.738 -3.986 0.491 0.3 0.1 0.3
H -0.841 -2.407 1.003 0.3 0.0 -0.2
S -0.954 1.687 -3.602 0.0 -0.2 -0.2
P -0.369 1.496 -1.694 0.3 0.0 1.2
S -0.179 -0.495 -1.357 -0.1 0.2 -0.4
C -1.543 2.246 -0.519 0.4 -0.3 -0.6
C -1.776 1.625 0.699 0.0 0.0 -0.1
C -2.608 2.234 1.619 0.0 0.0 0.1
C -3.197 3.454 1.326 0.0 0.0 0.0
C -2.964 4.064 0.103 0.0 0.1 0.0
C -2.134 3.464 -0.829 0.0 -0.1 0.1
C 1.238 2.292 -1.353 -0.6 -0.4 -0.3
C 1.548 3.512 -1.937 0.0 -0.1 0.1
C 2.748 4.124 -1.614 0.0 0.1 -0.1
C 3.622 3.525 -0.722 0.0 0.0 0.0
C 3.302 2.304 -0.150 0.1 0.0 0.1
C 2.108 1.683 -0.459 -0.1 0.0 0.0
H -1.317 0.670 0.914 0.0 0.0 0.0
H -2.803 1.755 2.564 0.0 -0.1 0.1
H -3.844 3.924 2.053 0.0 0.0 0.0
H -3.436 5.005 -0.126 0.0 0.1 0.0
H -1.958 3.926 -1.791 0.0 0.1 0.0
H 0.867 3.966 -2.644 0.0 0.1 0.0
H 3.006 5.068 -2.066 0.0 0.1 -0.1
H 4.560 4.002 -0.476 0.0 0.1 0.0
H 3.986 1.832 0.535 0.1 -0.1 0.1
H 1.850 0.727 -0.025 0.0 0.0 0.0
O -2.898 -4.625 -2.939 0.4 -0.2 -1.8
Cl -3.131 -4.361 -1.564 -1.0 -0.4 1.3
O -4.322 -4.876 -1.090 -1.5 -0.7 0.3
O -2.008 -4.896 -0.828 1.4 -0.5 0.3
O -3.065 -2.932 -1.372 0.5 1.6 -0.2
```
Positions in Å, forces in eV/Å.

- multiplicity = 1
- LUMO level (spin up / spin down) (eV) = -6.09 / -6.57
- energy above the lowest of the compared OMol25 structures with the same formula, charge and spin (kcal per mole) = 109.93
- charge = +1
- gap between HOMO and LUMO (spin up / spin down) (eV) = 5.890 / 5.443



(2)
This record from OMol25 describes one molecule with the formula C15H16ClN3O3S2. The level of theory is ωB97M-V with the def2-TZVPD basis set.

Structure (XYZ):
```
40
Properties=species:S:1:pos:R:3:forces:R:3
C 6.100 -2.074 -1.473 -0.2 0.0 0.2
H 5.708 -2.245 -2.473 0.0 0.0 -0.1
C 4.971 -1.749 -0.503 0.0 0.2 -0.2
C 4.213 -0.493 -0.934 0.2 -0.1 0.0
N 3.120 -0.183 -0.036 0.0 -0.3 -0.2
C 3.256 0.737 0.933 -0.1 -0.2 -0.5
O 4.171 1.517 1.054 0.2 0.2 0.3
N 2.168 0.776 1.824 -0.8 -0.2 0.3
H 2.255 1.460 2.560 -0.1 0.1 0.1
S 0.667 0.078 1.670 0.5 0.6 0.1
O 0.831 -1.240 1.124 0.0 0.1 -0.1
O 0.013 0.238 2.929 0.2 0.2 0.0
C -0.176 1.085 0.452 0.1 -0.4 0.4
C 0.375 2.218 -0.115 0.2 0.0 0.1
N -0.272 2.971 -0.986 0.2 0.4 -0.2
C -1.501 2.613 -1.326 -0.2 -0.1 0.0
C -2.148 1.496 -0.828 0.3 -0.1 0.2
C -1.470 0.701 0.098 -0.1 0.0 -0.3
S -2.100 -0.775 0.788 -1.0 -0.3 -0.2
C -3.861 -0.566 0.523 0.5 0.0 0.1
C -4.520 0.547 1.030 -0.1 -0.1 0.0
C -5.885 0.676 0.863 -0.1 0.0 0.0
C -6.591 -0.321 0.204 0.3 -0.1 0.0
C -5.943 -1.445 -0.286 -0.2 0.1 0.1
C -4.574 -1.565 -0.125 0.2 0.1 0.1
H -4.055 -2.432 -0.501 0.0 -0.1 -0.1
H -6.504 -2.216 -0.790 -0.1 -0.1 0.0
Cl -8.296 -0.162 -0.003 -0.2 0.0 0.0
H -6.404 1.539 1.250 -0.1 0.1 0.0
H -3.964 1.309 1.555 0.0 0.1 0.1
H -3.145 1.243 -1.150 0.0 0.0 0.0
H -1.989 3.256 -2.045 -0.1 0.0 -0.1
H 1.376 2.538 0.139 0.1 0.0 0.1
H 2.392 -0.877 0.082 0.2 0.1 0.0
H 4.884 0.369 -0.933 -0.1 -0.1 -0.1
H 3.804 -0.628 -1.940 0.1 0.1 0.0
H 4.273 -2.588 -0.452 0.0 0.0 0.1
H 5.378 -1.588 0.496 -0.1 0.0 0.1
H 6.630 -2.968 -1.154 0.1 -0.1 0.0
H 6.810 -1.252 -1.518 0.1 0.1 0.0
```
Positions in Å, forces in eV/Å.

- multiplicity = 1
- LUMO level (eV) = 0.12
- energy above the lowest of the compared OMol25 structures with the same formula, charge and spin (kcal per mole) = 0.00
- charge = 0
- SMILES string = CCCNC(=O)NS(=O)(=O)c1cnccc1Sc1ccc(Cl)cc1
- gap between HOMO and LUMO (eV) = 9.037



(3)
This record from OMol25 describes C15H16F2NNiO2PS2 as an isolated structure. The level of theory is ωB97M-V with the def2-TZVPD basis set.

Structure (XYZ):
```
40
Properties=species:S:1:pos:R:3:forces:R:3
Ni 0.203 0.330 -0.632 0.2 -0.1 -0.2
F 2.752 0.383 -5.424 0.0 0.0 0.0
C 1.621 0.148 -4.699 0.0 0.0 0.0
C 1.604 0.428 -3.355 0.0 0.0 0.0
C 0.455 0.194 -2.584 0.0 0.0 -0.2
C -0.675 -0.330 -3.264 0.1 0.0 -0.1
C -0.598 -0.601 -4.629 0.0 0.0 0.1
F -1.665 -1.127 -5.305 0.0 0.0 -0.1
C 0.534 -0.375 -5.380 0.0 0.0 0.0
C -1.871 -0.563 -2.436 0.0 0.1 0.3
C -3.129 -0.980 -2.891 0.1 0.0 0.0
C -4.169 -1.138 -1.998 0.0 0.0 0.1
C -3.960 -0.883 -0.650 -0.1 0.0 0.0
C -2.698 -0.475 -0.267 0.1 0.0 -0.1
N -1.685 -0.316 -1.117 -0.2 -0.1 0.0
H 2.500 0.836 -2.898 0.0 0.0 0.0
H 0.570 -0.596 -6.437 0.0 0.0 0.0
H -3.289 -1.173 -3.938 0.0 0.0 0.0
H -5.139 -1.459 -2.355 0.0 0.0 0.0
H -4.746 -0.997 0.084 0.0 0.0 0.0
H -2.471 -0.267 0.771 0.0 0.0 0.0
C 4.665 -0.449 3.672 0.0 0.0 0.0
C 3.180 -0.163 3.673 0.0 0.0 0.0
O 2.899 0.772 2.631 0.0 0.0 -0.1
P 1.531 0.645 1.785 0.1 0.2 0.4
S 1.472 2.076 0.442 0.0 0.1 0.0
S 1.206 -1.175 1.108 -0.2 -0.2 -0.1
O 0.506 0.953 3.016 0.1 0.0 0.0
C -0.892 0.906 2.764 0.0 0.0 0.0
C -1.613 1.497 3.955 0.0 0.0 0.0
H 4.920 -1.138 4.479 0.0 0.0 0.0
H 5.233 0.472 3.807 0.0 0.0 0.0
H 4.958 -0.898 2.723 0.0 0.0 0.0
H 2.858 0.277 4.621 0.0 0.0 0.0
H 2.610 -1.082 3.509 0.0 0.0 0.0
H -1.184 -0.138 2.607 0.0 0.0 0.0
H -1.111 1.470 1.850 0.0 0.0 0.0
H -1.368 0.942 4.862 0.0 0.0 0.0
H -2.693 1.455 3.802 0.0 0.0 0.0
H -1.322 2.538 4.098 0.0 0.0 0.0
```
Positions in Å, forces in eV/Å.

- <S²> = 0.763
- multiplicity = 2
- LUMO level (spin up / spin down) (eV) = 2.92 / 2.92
- charge = -1
- gap between HOMO and LUMO (spin up / spin down) (eV) = 6.467 / 6.186



(4)
This record from OMol25 describes a 3-piece molecular cluster, C15H16F2NO8 overall. The level of theory is ωB97M-V with the def2-TZVPD basis set.

Structure (XYZ):
```
42
Properties=species:S:1:pos:R:3:forces:R:3
O -4.413 0.530 -1.403 0.0 -0.1 -0.1
C -3.799 -0.474 -0.994 0.0 -0.1 -0.1
O -3.615 -1.583 -1.558 0.0 0.2 0.0
C -3.130 -0.282 0.390 -0.1 -0.3 -0.1
N -2.791 -1.557 1.027 -0.3 0.2 0.3
C -2.324 -1.445 2.411 0.1 0.1 -0.3
C -1.172 -0.481 2.450 0.0 0.3 0.4
C -0.169 -0.718 1.534 0.4 -0.3 -0.4
C 0.913 0.122 1.391 -0.1 0.0 0.0
C 1.003 1.233 2.206 0.1 0.5 0.4
C 0.028 1.483 3.167 -0.3 -0.2 -0.2
C -1.075 0.637 3.283 0.2 -0.4 -0.4
H -2.220 0.281 0.189 0.1 0.1 0.1
H -3.784 0.334 1.014 0.0 0.2 0.0
H -3.645 -2.100 1.017 0.2 -0.3 -0.2
H -3.083 -1.165 3.154 -0.2 0.1 -0.1
H -1.936 -2.430 2.677 -0.1 -0.1 0.3
H -0.268 -1.582 0.893 0.0 -0.1 0.0
H 1.646 -0.093 0.631 0.2 0.1 0.0
H 1.825 1.926 2.094 0.1 0.0 0.0
H 0.099 2.362 3.791 0.0 0.1 0.1
H -1.865 0.838 3.993 0.0 0.1 0.1
C 3.358 3.175 -2.369 0.0 0.1 -0.1
C 2.397 2.490 -1.420 0.1 -0.2 0.0
O 3.159 2.422 -0.227 -0.1 0.2 0.1
C 4.042 3.455 -0.233 0.0 -0.1 -0.1
O 4.647 3.841 0.708 0.1 0.0 0.0
O 4.124 3.991 -1.478 0.0 0.0 -0.1
F 2.086 1.242 -1.829 0.1 0.0 0.0
H 4.009 2.445 -2.852 -0.1 -0.1 0.0
H 2.867 3.786 -3.121 0.0 0.1 0.1
H 1.475 3.040 -1.224 -0.1 -0.1 0.0
C 0.074 -2.318 -2.888 -0.2 0.0 -0.1
C -0.720 -2.910 -1.738 -0.2 0.2 -0.1
O 0.318 -3.236 -0.821 0.3 0.0 0.2
C 1.357 -2.387 -1.031 -0.6 -0.1 0.1
O 2.228 -2.194 -0.246 0.3 -0.1 -0.3
O 1.210 -1.754 -2.218 0.1 -0.1 0.0
F -1.365 -4.044 -2.105 0.2 -0.1 0.0
H 0.410 -3.100 -3.570 0.0 -0.1 0.0
H -0.467 -1.554 -3.438 0.1 0.1 0.1
H -1.432 -2.231 -1.257 -0.2 -0.2 -0.1
```
Positions in Å, forces in eV/Å.

- multiplicity = 1
- LUMO level (eV) = 2.37
- charge = -1
- gap between HOMO and LUMO (eV) = 7.035



Number 1: E -89440.8598 eV. Number 2: E -60620.7977 eV. Number 3: E -98841.8342 eV. Number 4: E -39121.7917 eV.